{
  "formula": "C39H40F3N3O3PPtSe",
  "method": "the ωB97M-V functional and the def2-TZVPD basis",
  "elements": ["Pt", "C", "C", "C", "C", "C", "O", "C", "N", "C", "C", "C", "C", "C", "C", "P", "C", "C", "C", "C", "C", "C", "C", "C", "C", "C", "C", "C", "H", "H", "H", "H", "H", "H", "H", "H", "H", "H", "H", "H", "H", "H", "H", "H", "H", "H", "H", "H", "H", "H", "H", "H", "C", "C", "C", "C", "C", "C", "Se", "C", "C", "C", "H", "H", "H", "H", "H", "H", "H", "H", "H", "H", "H", "F", "C", "F", "F", "C", "N", "C", "C", "C", "O", "N", "C", "O", "H", "H", "H", "H", "H"],
  "coordinates": [[2.16684, -0.82213, 0.06876], [1.59069, 2.56722, 0.75624], [1.38812, 2.14519, 2.20747], [-0.09301, 1.88759, 2.47994], [2.28531, 0.95066, 2.59774], [2.25013, 0.65109, 4.08828], [1.27479, -0.37943, 4.21200], [1.10835, -0.94456, 2.96626], [1.83794, -0.33153, 2.03175], [0.16402, -1.98183, 2.91199], [-0.41067, -2.43157, 4.15032], [-1.34740, -3.41807, 4.20133], [-1.79846, -4.05457, 3.01857], [-1.27660, -3.63689, 1.81710], [-0.33246, -2.60685, 1.71500], [0.34718, -2.26088, 0.10263], [-1.08126, -1.96416, -0.99969], [-0.91185, -2.01612, -2.38435], [-1.97484, -1.76156, -3.23708], [-3.22342, -1.44688, -2.71895], [-3.39842, -1.37896, -1.34492], [-2.33360, -1.63313, -0.48995], [0.90335, -3.94049, -0.39361], [2.07640, -4.40419, 0.19802], [2.49823, -5.70466, -0.00434], [1.75862, -6.56324, -0.80899], [0.59204, -6.11051, -1.40302], [0.16306, -4.80539, -1.18908], [1.01923, 3.47663, 0.54580], [1.25203, 1.79165, 0.06551], [2.64161, 2.76111, 0.53488], [1.72407, 2.97031, 2.85170], [-0.45321, 1.07509, 1.84380], [-0.68022, 2.77804, 2.24023], [-0.28784, 1.61803, 3.52035], [3.29769, 1.16231, 2.28031], [1.92272, 1.49892, 4.69244], [3.21293, 0.28855, 4.46112], [-0.08178, -1.96135, 5.06482], [-1.74916, -3.71879, 5.16229], [-2.52180, -4.85823, 3.05781], [-1.60296, -4.12984, 0.90652], [0.05301, -2.27315, -2.79942], [-1.82520, -1.80998, -4.30927], [-4.05674, -1.25708, -3.38413], [-4.36691, -1.12232, -0.93305], [-2.46881, -1.56803, 0.58220], [2.66941, -3.72787, 0.80139], [3.41992, -6.04431, 0.45087], [2.09317, -7.58062, -0.97178], [0.00756, -6.77025, -2.03326], [-0.75701, -4.47086, -1.65269], [-2.98681, 7.04787, 1.35780], [-2.63822, 5.68205, 0.82881], [-3.31861, 4.54978, 1.25574], [-3.01147, 3.28385, 0.77133], [-3.73830, 2.07632, 1.29493], [-2.00149, 3.15394, -0.18943], [-1.59057, 1.42033, -0.86965], [-1.28652, 4.27663, -0.62472], [-0.16989, 4.17886, -1.63144], [-1.62189, 5.52058, -0.10340], [-3.75834, 6.98629, 2.12532], [-3.35797, 7.69563, 0.56051], [-2.11422, 7.53686, 1.79519], [-4.10883, 4.64909, 1.99357], [-4.57391, 2.37074, 1.93048], [-3.06054, 1.44716, 1.87848], [-4.12741, 1.45621, 0.48430], [0.17093, 3.15658, -1.79167], [0.69063, 4.76202, -1.29890], [-0.49090, 4.58312, -2.59603], [-1.06254, 6.39047, -0.43657], [4.91049, -0.74705, -0.72477], [4.01691, 0.10350, -0.12804], [4.71066, 0.54471, 0.98665], [4.00496, 1.20825, -0.95420], [0.58352, 1.17846, -4.51825], [1.38156, 0.10364, -3.95726], [1.92500, -0.88357, -4.73023], [2.65891, -1.86567, -4.19412], [2.87098, -1.91863, -2.74461], [3.54499, -2.79065, -2.22713], [2.25070, -0.92097, -2.00589], [1.55959, 0.10350, -2.57403], [1.08171, 1.02566, -1.91753], [0.46731, 0.99806, -5.58585], [1.06916, 2.14193, -4.36011], [-0.39561, 1.21329, -4.03904], [1.72933, -0.80749, -5.79234], [3.10189, -2.64345, -4.79576]],
  "lowdin_spin": [0.013, 0.006, 0.007, 0.000, 0.010, 0.004, 0.042, 0.165, 0.139, 0.129, 0.061, 0.039, 0.133, 0.005, 0.154, 0.038, 0.008, 0.003, 0.001, 0.004, 0.017, 0.015, 0.012, 0.003, 0.000, 0.003, 0.001, 0.004, 0.000, 0.006, 0.000, 0.001, 0.000, 0.000, 0.000, 0.001, 0.001, 0.002, 0.004, 0.000, 0.010, -0.002, 0.000, 0.000, 0.000, 0.000, 0.002, 0.001, 0.000, 0.000, 0.000, 0.000, 0.002, 0.009, -0.001, 0.021, 0.025, 0.058, 0.714, 0.018, 0.018, -0.002, 0.000, 0.001, 0.000, 0.000, 0.002, 0.003, 0.012, 0.013, 0.002, 0.000, 0.000, 0.001, 0.001, 0.000, 0.000, 0.000, 0.002, 0.000, 0.001, 0.001, 0.001, 0.005, 0.004, 0.045, 0.000, 0.000, 0.000, 0.000, 0.000],
  "gap_ev": [4.71, 6.28],
  "total_energy_ev": -137743.3766,
  "largest_force_ev_per_a": 0.427,
  "spin_multiplicity": 3,
  "charge": -1
}

=====

{
  "formula": "C39H40N7OSSbTi",
  "method": "the ωB97M-V functional and the def2-TZVPD basis",
  "elements": ["Ti", "C", "C", "C", "C", "C", "C", "N", "Sb", "C", "C", "C", "C", "C", "C", "N", "C", "C", "C", "C", "C", "C", "N", "H", "H", "H", "H", "H", "H", "H", "H", "H", "H", "H", "H", "H", "H", "H", "H", "H", "H", "N", "C", "N", "C", "N", "S", "C", "N", "C", "C", "C", "C", "C", "C", "H", "H", "H", "H", "H", "C", "C", "C", "C", "C", "C", "C", "C", "C", "C", "C", "C", "O", "H", "H", "H", "H", "H", "H", "H", "H", "H", "H", "H", "H", "H", "H", "H", "H", "H"],
  "coordinates": [[-0.28788, 0.08239, -0.04608], [1.92469, 3.06442, 0.08660], [1.86797, 2.14157, 1.21889], [2.97927, 2.31080, 2.10097], [2.88054, 1.72787, 3.34398], [1.80837, 0.82922, 3.63008], [0.76681, 0.69606, 2.69861], [0.91717, 1.17593, 1.40765], [-1.11385, 0.12828, 3.42549], [-2.10851, 2.03991, 3.86483], [-1.43731, 3.26355, 4.05244], [-2.23223, 4.39443, 4.18042], [-3.60639, 4.28780, 4.25693], [-4.20003, 2.99621, 4.01214], [-5.67178, 2.85503, 3.84749], [-3.42229, 1.91142, 3.85131], [-1.65923, -0.67145, 1.17309], [-3.06059, -0.46258, 1.18269], [-3.90381, -1.60277, 1.37368], [-3.28988, -2.84318, 1.32360], [-1.87293, -2.97858, 1.22316], [-1.13121, -4.32765, 1.24261], [-1.08279, -1.88170, 1.14581], [1.37144, 2.71399, -0.76234], [2.99069, 3.15607, -0.17308], [1.67905, 4.08738, 0.47317], [3.86042, 2.82342, 1.76628], [3.70761, 1.78755, 4.02572], [1.85296, 0.24000, 4.53491], [-0.32367, 3.39248, 3.98041], [-1.77002, 5.40751, 4.27312], [-4.24403, 5.17177, 4.40427], [-6.14353, 2.42557, 4.71834], [-5.97768, 2.23644, 3.00086], [-6.04351, 3.89930, 3.64805], [-3.41693, 0.58311, 1.19099], [-4.97843, -1.57195, 1.34894], [-3.82787, -3.74870, 1.25547], [-1.61193, -5.02091, 2.01027], [-0.06735, -4.20512, 1.37951], [-1.17805, -4.83532, 0.26102], [-0.92381, 1.81638, -0.63679], [-1.20349, 2.93044, -0.96229], [-1.42523, 4.14074, -1.25162], [-0.74012, 5.07323, -0.61817], [-0.23133, 5.99149, -0.08846], [-3.95981, -0.79109, -2.95514], [-2.66459, 0.08926, -2.19595], [-1.62544, -0.61142, -1.81060], [-1.68001, -1.97390, -2.21424], [-0.70615, -2.99591, -2.09567], [-0.83859, -4.16519, -2.83826], [-1.95705, -4.34797, -3.69316], [-2.92147, -3.30109, -3.78267], [-2.81518, -2.15778, -3.02773], [-2.78560, 1.17639, -2.00278], [0.16279, -2.77033, -1.42917], [-0.04832, -4.92985, -2.75491], [-2.08164, -5.24560, -4.31990], [-3.68568, -3.29302, -4.57805], [3.14814, -1.76281, 1.64773], [3.66761, -2.07174, 0.19763], [3.01065, -3.36073, -0.29691], [3.60186, -0.88331, -0.70553], [4.75902, -0.09611, -0.80248], [4.87141, 0.84535, -1.79272], [3.82151, 1.00674, -2.69176], [2.69340, 0.19258, -2.69315], [1.95014, 0.16630, -4.02964], [0.82548, 1.21556, -3.98038], [1.43068, -1.21220, -4.49705], [2.46570, -0.52451, -1.43103], [1.22718, -0.68241, -0.90021], [3.35777, -2.57800, 2.36905], [2.10148, -1.45368, 1.69840], [3.69342, -0.88052, 2.03557], [4.70315, -2.30645, 0.32160], [1.88451, -3.38603, -0.20660], [3.51977, -4.23539, 0.16080], [3.14100, -3.50072, -1.36905], [5.61200, -0.27321, -0.13282], [5.71652, 1.55061, -1.70533], [3.86661, 1.85551, -3.40283], [2.70510, 0.52161, -4.74439], [0.04862, 0.92918, -3.21287], [0.25971, 1.21035, -4.95699], [1.20824, 2.20739, -3.70555], [0.66657, -1.70568, -3.82273], [2.24659, -1.95088, -4.52842], [0.98360, -1.15110, -5.49908]],
  "lowdin_spin": [0.475, 0.002, 0.009, -0.001, 0.008, 0.006, 0.022, 0.002, 0.116, 0.008, 0.007, 0.000, 0.005, -0.001, 0.000, 0.003, -0.035, 0.123, 0.007, 0.107, 0.003, -0.002, 0.071, 0.000, 0.000, 0.001, 0.000, 0.000, 0.002, 0.000, 0.000, 0.000, 0.000, 0.000, 0.000, 0.004, -0.002, 0.006, 0.000, 0.000, -0.001, 0.000, 0.008, 0.004, 0.001, 0.000, 0.000, 0.001, 0.000, 0.001, 0.000, 0.000, 0.000, 0.000, 0.000, 0.000, 0.000, 0.000, 0.000, 0.000, 0.001, 0.001, 0.000, 0.006, -0.001, 0.007, -0.001, 0.006, 0.001, 0.001, 0.000, -0.004, 0.025, 0.000, 0.000, 0.000, 0.000, 0.000, 0.000, 0.000, 0.000, 0.000, 0.000, 0.000, 0.000, 0.000, 0.000, 0.000, 0.000, 0.000],
  "gap_ev": [5.09, 5.80],
  "total_energy_ev": -94049.8200,
  "largest_force_ev_per_a": 3.339,
  "spin_multiplicity": 2,
  "charge": 1
}